1.
Below is C41H55N8SSi4TeTi as an isolated structure at a distorted geometry, with properties calculated with ωB97M-V/def2-TZVPD.

XYZ file:
```
111
Properties=species:S:1:pos:R:3:forces:R:3:lowdin_spin:R:1
Ti -2.0087 -0.0357 -0.1452 0.3116 0.1817 0.0469 0.216
C -0.0935 -2.5993 4.6907 -0.0440 0.0332 -0.0169 0.000
C 0.2549 -1.2699 4.4975 -0.0297 0.0086 0.0195 0.000
C -0.3610 -0.5219 3.5045 -0.0562 0.0317 0.1046 0.000
C -1.3510 -1.0902 2.7139 -0.0591 0.0814 0.0002 0.002
C -1.7049 -2.4215 2.9096 0.0998 -0.0647 -0.0510 0.001
C -1.0693 -3.1739 3.8864 0.0150 0.0218 0.0027 0.000
N -2.0191 -0.2764 1.7671 -0.3431 -0.2646 -0.1483 0.010
C -3.2633 0.2562 2.1200 0.0788 0.3346 0.1955 0.029
C -4.0574 -0.2015 3.1779 0.0570 -0.1251 0.0273 -0.005
C -5.2860 0.3699 3.4423 -0.0136 0.0279 -0.0179 0.034
C -5.7533 1.4244 2.6609 0.0319 -0.0388 0.0284 -0.006
C -4.9725 1.9106 1.6338 -0.0653 0.0438 -0.0622 0.029
C -3.7266 1.3469 1.3531 0.0620 0.1066 0.1307 0.003
N -2.8717 1.8179 0.3180 -0.4230 0.2594 -0.1322 0.201
N -3.3353 2.9311 -0.2168 -0.0304 0.0130 0.0656 0.330
C -2.5131 3.6771 -1.0184 -0.0890 -0.1220 -0.0390 0.021
C -3.1405 4.6446 -1.8322 -0.0422 -0.0099 -0.0213 0.053
C -2.3658 5.4376 -2.6419 0.0243 0.0127 -0.0011 0.004
C -0.9765 5.2881 -2.6162 -0.0005 -0.0287 0.0314 0.071
C -0.4527 4.3346 -1.7578 -0.0080 -0.0018 -0.0584 -0.005
N -1.1890 3.5464 -0.9870 0.1905 -0.1668 0.1399 0.070
H 0.3956 -3.1861 5.4581 0.0069 -0.0031 0.0099 0.000
H 1.0147 -0.8113 5.1179 -0.0110 -0.0226 0.0034 0.000
H -0.1052 0.5154 3.3328 -0.0383 -0.0300 0.0332 0.000
H -2.4731 -2.8594 2.2878 -0.0200 0.0069 0.0164 0.001
H -1.3449 -4.2125 4.0222 0.0004 -0.0067 -0.0024 0.000
H -3.6926 -1.0107 3.7962 -0.0069 -0.0048 -0.0208 -0.001
H -5.8825 -0.0086 4.2634 -0.0008 0.0021 0.0033 0.002
H -6.7219 1.8660 2.8574 -0.0037 0.0048 0.0023 -0.001
H -5.3008 2.7370 1.0214 -0.0064 -0.0247 0.0173 0.003
H -4.2189 4.7224 -1.8074 -0.0015 0.0044 -0.0058 0.002
H -2.8277 6.1757 -3.2868 -0.0019 -0.0043 -0.0056 -0.002
H -0.3254 5.9015 -3.2244 -0.0027 0.0040 -0.0019 0.005
H 0.6215 4.1881 -1.6760 0.0446 -0.0059 -0.0213 -0.002
C -7.6772 0.4056 -0.7034 0.0449 -0.0272 -0.0051 0.026
C -6.6489 1.0826 -1.3434 -0.0006 -0.0127 -0.0055 -0.001
C -5.3505 0.5996 -1.3063 -0.0361 0.0825 -0.0534 0.024
C -5.0526 -0.5780 -0.6244 0.1769 -0.0132 -0.0091 0.009
C -6.0872 -1.2578 0.0222 -0.0630 -0.0216 0.0563 0.024
C -7.3813 -0.7666 -0.0183 0.0106 0.0145 -0.0143 -0.002
N -3.7173 -1.0569 -0.5770 -0.4376 -0.2974 0.4105 0.216
N -3.6581 -2.3552 -0.2882 0.0396 -0.1676 -0.2242 0.356
C -2.3757 -2.8428 -0.2711 -0.2173 -0.0791 -0.1931 0.017
C -2.2413 -4.2198 -0.0188 0.0500 -0.0639 -0.0515 0.063
C -0.9880 -4.7868 0.0405 0.0193 0.0114 0.0077 -0.002
C 0.1412 -3.9890 -0.1542 -0.0415 0.0258 -0.0289 0.081
C -0.0081 -2.6282 -0.3998 0.0770 -0.0344 -0.0741 -0.003
C -1.2527 -1.9981 -0.4776 -0.2267 -0.2358 0.1908 0.079
H -8.6904 0.7864 -0.7335 -0.0059 0.0055 0.0089 0.002
H -6.8507 2.0037 -1.8772 -0.0037 0.0046 0.0021 -0.001
H -4.5698 1.1624 -1.7953 -0.0362 -0.0379 0.0079 0.002
H -5.8532 -2.1602 0.5667 -0.0050 0.0007 -0.0132 0.002
H -8.1662 -1.3030 0.5018 -0.0042 -0.0005 0.0031 -0.001
H -3.1396 -4.8065 0.1343 0.0052 -0.0011 -0.0077 0.002
H -0.8789 -5.8460 0.2435 0.0072 -0.0014 -0.0038 -0.002
H 1.1311 -4.4237 -0.0965 0.0260 -0.0122 0.0067 0.005
H 0.8887 -2.0263 -0.5150 0.0237 0.0074 0.0001 -0.002
S -2.3010 0.8003 -2.7361 -0.0028 0.1065 -0.1291 0.014
C -0.8528 0.2693 -3.4041 -0.0360 -0.0633 0.1253 0.004
N -0.4026 -0.9805 -3.3425 -0.1008 -0.0593 0.0638 0.004
C 0.9578 -1.0889 -3.8336 0.0556 0.0710 -0.0822 0.000
C 1.3320 0.3805 -4.1175 0.0227 -0.0327 -0.0064 0.000
N 0.0269 1.0438 -4.0717 0.0723 0.0178 -0.0494 0.001
H -0.7901 -1.6017 -2.6333 0.0387 0.0851 -0.1390 0.002
H 0.9960 -1.7081 -4.7327 0.0144 0.0108 -0.0109 0.000
H 1.5934 -1.5319 -3.0745 0.1324 -0.0379 0.0861 0.000
H 1.8158 0.5130 -5.0836 -0.0156 -0.0232 -0.0292 0.000
H 1.9774 0.7749 -3.3310 0.0373 0.0176 0.0206 0.000
H -0.0401 2.0374 -3.9067 -0.0220 -0.0552 0.0265 0.000
C 3.4749 -3.1724 -1.5649 -0.0325 -0.0407 0.0354 0.000
Si 4.1799 -1.4320 -1.4535 -0.0315 -0.0234 -0.1446 0.000
C 5.8848 -1.6520 -0.6791 0.0086 0.1074 0.1209 0.000
C 4.6062 -0.8795 -3.2180 -0.0667 0.1297 0.0670 0.000
Si 2.9408 0.0984 -0.1182 0.2415 -0.1560 -0.0867 0.002
Te 0.5802 0.9310 -0.3115 0.9105 0.5118 -0.1116 0.007
Si 3.4261 -0.5822 2.0807 -0.1422 -0.0083 0.1301 0.000
C 5.2360 -0.8047 2.5908 0.0439 0.0192 -0.1017 0.000
C 2.7907 0.7409 3.2529 -0.0471 0.1247 -0.0063 0.000
C 2.5963 -2.2406 2.3578 -0.0177 -0.0647 -0.0253 0.000
Si 4.0199 2.1584 -0.4627 -0.0623 0.1361 0.0393 0.001
C 5.8936 2.1181 -0.2359 0.0425 -0.0621 -0.0265 0.000
C 3.7418 2.8536 -2.1921 -0.0545 -0.0303 -0.0775 0.000
C 3.3339 3.4262 0.7419 -0.0295 -0.0092 0.0732 0.000
H 4.1048 -3.7878 -2.2143 0.0107 0.0024 0.0096 0.000
H 2.4565 -3.2075 -1.9476 -0.0625 -0.0198 -0.0470 0.000
H 3.4571 -3.6350 -0.5755 0.0101 -0.0086 0.0116 0.000
H 6.5160 -2.2050 -1.3805 -0.0076 -0.0068 -0.0061 0.000
H 5.8398 -2.2159 0.2496 -0.0041 -0.0537 0.0668 0.000
H 6.3707 -0.6994 -0.4624 0.0261 -0.0010 -0.0098 0.000
H 5.5376 -1.3716 -3.5103 -0.0119 -0.0292 -0.0114 0.000
H 4.7709 0.1971 -3.2793 0.0277 0.0052 -0.0069 0.000
H 3.8538 -1.1422 -3.9581 -0.1524 -0.0164 -0.0621 0.000
H 5.9124 -0.0982 2.1101 0.0253 0.0410 0.0084 0.000
H 5.6000 -1.8085 2.3769 0.0226 -0.0489 -0.0043 0.000
H 5.3044 -0.6486 3.6712 -0.0151 -0.0099 0.0064 0.000
H 3.4913 1.5792 3.2638 0.0267 -0.0067 0.0182 0.000
H 2.7171 0.3544 4.2729 0.0210 0.0104 -0.0250 0.000
H 1.8186 1.1299 2.9500 0.0596 0.0015 -0.0110 0.000
H 3.1145 -3.0061 1.7720 0.0059 -0.0126 -0.0072 0.000
H 1.5508 -2.2336 2.0436 -0.0219 -0.0027 0.0301 0.000
H 2.6316 -2.5392 3.4087 0.0103 -0.0012 -0.0215 0.000
H 6.3858 1.5991 -1.0620 0.0094 0.0021 0.0001 0.000
H 6.1929 1.6287 0.6915 0.0015 0.0083 0.0406 0.000
H 6.2716 3.1441 -0.2103 0.0184 0.0015 -0.0186 0.000
H 4.2570 2.2738 -2.9599 0.0116 0.0085 -0.0179 0.000
H 4.1229 3.8782 -2.2327 0.0056 0.0032 -0.0096 0.000
H 2.6800 2.8784 -2.4429 -0.0524 0.0139 0.0337 0.000
H 3.6863 3.2373 1.7575 0.0175 0.0239 0.0086 0.000
H 2.2432 3.3817 0.7585 0.0022 0.0287 -0.0125 0.000
H 3.6384 4.4373 0.4570 0.0286 -0.0050 -0.0080 0.000
```
Forces are in eV/Å.

**Gap between HOMO and LUMO (alpha / beta)**: 5.71 / 6.36 eV
**Max |F|**: 0.0204 Eh/bohr
**HOMO level (alpha / beta)**: -0.1254 / -0.1705 Eh
**Expectation value of S²**: 2.043
**Net charge**: -1
**2S+1**: 3

2.
Below is a 2-piece molecular cluster, C41H56ClN4O2 overall at a distorted geometry, with properties calculated with ωB97M-V/def2-TZVPD.

XYZ file:
```
104
Properties=species:S:1:pos:R:3:forces:R:3:lowdin_charge:R:1
C 1.9797 4.6409 -2.2834 0.1475 -0.0020 -0.6523 -0.002
N 2.6386 3.9798 -1.1569 -0.2825 -1.3159 0.5289 -0.187
C 3.5795 4.8140 -0.3818 -0.3619 0.3709 0.5220 -0.024
C 2.4005 2.7093 -0.8684 2.9378 2.1276 -0.0411 -0.382
Cl 2.9936 2.1403 0.6358 -0.3907 0.6153 -1.0103 0.930
H 2.6930 5.3182 -2.7637 -0.0962 -0.2893 0.0244 0.107
H 1.6198 3.8899 -2.9961 0.0171 0.2184 0.2046 0.111
H 1.1314 5.2409 -1.9284 0.3158 -0.3165 0.0928 0.093
H 3.9683 5.5848 -1.0515 -0.1466 -0.2061 0.0615 0.104
H 3.0653 5.3098 0.4529 0.1414 -0.1786 -0.1710 0.116
H 4.4052 4.2082 0.0027 -0.3052 0.0882 -0.1326 0.080
H 2.2824 2.0241 -1.7153 -0.9726 0.0760 0.5519 0.119
C -3.4869 -0.4298 -2.0444 0.0115 -0.2799 0.0652 -0.037
C -2.7363 0.6228 -2.8507 0.5996 -0.0537 0.0520 -0.536
C -1.7034 -0.0340 -3.7668 0.2230 -0.2968 -0.0784 -0.028
C -3.7683 1.3345 -3.7388 -0.1419 0.3431 0.0910 -0.043
C -2.0370 1.6892 -1.9722 0.4592 -0.3726 0.0901 -0.086
C -1.4950 2.7958 -2.6361 -0.5460 0.7610 -0.0975 -0.041
C -1.1673 3.9522 -1.9388 0.6576 -0.4357 -0.2374 -0.099
C -1.3389 4.0023 -0.5577 -0.7285 0.3294 -0.2079 -0.048
C -1.9308 2.9378 0.1266 0.4223 -0.0755 0.2473 -0.066
C -2.6630 3.2133 1.4708 0.7250 -0.0406 0.1562 -0.533
C -1.9744 2.5488 2.6563 -0.0065 -0.1716 0.4199 -0.043
C -4.1146 2.7336 1.3715 -0.1158 -0.0288 -0.2739 -0.029
C -2.7168 4.7162 1.7774 -0.0420 0.1267 -0.1017 -0.070
C -1.9356 1.6749 -0.5562 0.1790 0.8400 -0.6589 -0.077
N -1.5690 0.4625 0.1252 -0.6931 -0.6456 0.5241 0.070
C -0.3209 -0.1432 0.0093 0.0504 0.0645 0.1499 -0.183
C 0.7839 0.4328 -0.6225 -0.6038 -0.8303 -0.4393 -0.099
C 1.7391 -0.4502 -1.2773 0.1501 -0.6062 -0.3807 -0.194
C 1.1912 -1.6216 -1.9005 0.3698 0.3315 0.0050 -0.036
C 1.9602 -2.7247 -2.1948 0.7647 0.1659 0.5844 0.030
C 3.3309 -2.6840 -1.8424 -1.0785 0.9070 0.5019 -0.166
N 3.9143 -3.8865 -1.3681 1.5061 -2.5580 0.2739 -0.320
O 5.0224 -3.8121 -0.7859 -1.8845 -0.2315 -1.0356 0.041
O 3.2746 -4.9593 -1.4911 1.2306 1.9753 0.1703 0.044
C 3.9579 -1.4731 -1.5096 -0.5109 -0.4976 -0.3031 0.010
C 3.1638 -0.3615 -1.2952 -0.3680 0.3015 -0.2919 -0.061
N -0.3594 -1.2784 0.8193 -0.5302 0.5842 0.2396 0.057
C 0.7005 -2.1954 1.1611 0.4561 -0.9486 0.4383 -0.072
C 1.8549 -1.7459 1.8656 0.1442 0.2884 -0.1206 -0.079
C 1.8718 -0.6454 2.9653 0.1135 0.1784 -0.6067 -0.520
C 3.3039 -0.1426 3.1883 0.0874 0.1280 0.1929 -0.072
C 1.3541 -1.2843 4.2619 0.0308 -0.4189 0.0294 -0.024
C 0.9834 0.5476 2.6746 -0.0112 0.7093 0.0385 -0.089
C 3.0136 -2.5325 1.7633 -0.1136 -0.2914 0.1540 -0.033
C 2.9000 -3.8930 1.5098 -0.2617 0.0157 0.1962 -0.054
C 1.6379 -4.4189 1.2741 0.3665 -0.1356 -0.0498 -0.034
C 0.5613 -3.5946 0.9176 -0.0142 0.1207 -0.2043 -0.067
C -0.6492 -4.3751 0.3208 0.2380 -0.1369 0.1059 -0.521
C -0.1461 -5.6107 -0.4544 0.1021 -0.2511 -0.1645 -0.056
C -1.5051 -3.5994 -0.6642 -0.4012 0.1507 -0.2748 -0.051
C -1.5221 -4.8944 1.4677 -0.1292 -0.0127 0.1749 -0.033
C -1.5842 -1.2897 1.4918 -0.1572 0.1858 -0.3088 -0.051
C -2.3206 -0.2579 1.0500 -0.2096 -0.4121 0.4424 -0.069
H -4.1928 0.0369 -1.3437 0.1527 -0.1248 -0.0750 0.094
H -4.0654 -1.0619 -2.7332 0.1220 0.1742 0.1877 0.099
H -2.8062 -1.0884 -1.4980 -0.1392 0.0802 0.0066 0.062
H -1.3151 0.6855 -4.4989 -0.0623 -0.1982 0.1090 0.085
H -0.8530 -0.4152 -3.1903 -0.1960 0.0789 -0.1720 0.060
H -2.1584 -0.8716 -4.3125 0.1159 0.1946 0.0438 0.100
H -3.2963 2.0545 -4.4152 -0.1319 -0.1170 0.1031 0.079
H -4.3116 0.6030 -4.3491 0.1581 0.0770 0.1395 0.096
H -4.4966 1.8728 -3.1215 0.0390 -0.0499 -0.1277 0.097
H -1.3675 2.7729 -3.7235 -0.3581 0.0620 0.4115 0.117
H -0.8340 4.8401 -2.4807 0.0204 -0.3457 0.1582 0.101
H -1.0690 4.9207 -0.0294 -0.5527 -0.2330 -0.1694 0.107
H -0.9024 2.7772 2.6632 -0.1512 -0.0871 0.0531 0.086
H -2.4183 2.9334 3.5859 0.1611 -0.1337 -0.1628 0.098
H -2.1148 1.4656 2.6500 0.1899 0.1832 0.0868 0.057
H -4.6444 3.3022 0.5964 0.0084 -0.1528 0.1566 0.101
H -4.1812 1.6729 1.1155 -0.0887 0.2403 0.0257 0.056
H -4.6203 2.8919 2.3333 0.1026 -0.0258 -0.2304 0.100
H -3.1696 5.2819 0.9550 0.1183 -0.0450 0.1294 0.094
H -3.3339 4.8802 2.6706 0.1606 -0.1016 -0.1935 0.095
H -1.7206 5.1179 1.9882 -0.1248 0.0279 -0.0120 0.085
H 0.6806 1.5014 -0.7569 -0.1870 -0.1919 -0.1559 0.058
H 0.1227 -1.6504 -2.0993 0.3558 0.0404 0.1300 0.077
H 1.5452 -3.6518 -2.5778 -0.0317 0.1662 0.1558 0.121
H 5.0352 -1.4672 -1.3514 -0.3343 0.0957 0.0629 0.128
H 3.6608 0.5710 -1.0656 0.1093 -0.3316 0.1604 0.042
H 3.7463 0.1925 2.2423 0.0893 -0.2000 0.1601 0.047
H 3.3062 0.7150 3.8746 -0.0846 -0.2187 -0.0655 0.091
H 3.9385 -0.9193 3.6318 -0.0606 0.2704 -0.1572 0.089
H 0.3208 -1.6305 4.1279 0.1777 0.0542 0.0636 0.087
H 1.9665 -2.1482 4.5475 -0.1125 0.1411 -0.0117 0.097
H 1.3688 -0.5559 5.0839 0.0221 -0.1028 -0.2047 0.096
H -0.0770 0.3018 2.7600 0.1135 0.0995 -0.0302 0.068
H 1.2049 1.3501 3.3976 -0.1778 -0.2515 -0.0650 0.096
H 1.1921 0.9471 1.6812 -0.3584 -0.1428 0.2514 0.006
H 4.0095 -2.1303 1.9662 -0.5281 -0.1212 0.2475 0.116
H 3.7703 -4.5478 1.5788 -0.2545 0.2262 -0.0877 0.122
H 1.5275 -5.5056 1.2959 0.0375 0.5174 -0.2863 0.118
H 0.1722 -6.4125 0.2208 -0.0012 0.1377 -0.2278 0.082
H -0.9565 -6.0234 -1.0694 0.1185 0.1224 0.1843 0.091
H 0.6902 -5.3603 -1.1183 -0.1251 -0.0898 0.1452 0.075
H -2.0971 -2.8228 -0.1804 0.0672 0.0146 -0.1973 0.055
H -0.8884 -3.1708 -1.4605 -0.2286 -0.0480 0.1359 0.070
H -2.2193 -4.2943 -1.1336 0.2156 0.2242 0.1376 0.098
H -1.9456 -4.0750 2.0591 0.0101 -0.2037 -0.0606 0.066
H -2.3520 -5.4898 1.0620 0.1675 0.1156 0.1148 0.098
H -0.9343 -5.5336 2.1379 -0.1416 0.1318 -0.0837 0.094
H -1.8121 -2.0426 2.2305 0.0163 0.0891 -0.2125 0.127
H -3.3369 -0.0055 1.3061 0.2378 -0.0114 -0.0580 0.117
```
Forces are in eV/Å.

**Gap between HOMO and LUMO**: 4.59 eV
**Max |F|**: 0.0705 Eh/bohr
**HOMO level**: -0.3403 Eh
**Net charge**: +1
**2S+1**: 1

Results for DFT total energy: -4707.224611 -2425.117082 (in a.u., following the order of the records).
Results for energy above the lowest of the compared OMol25 structures with the same formula, charge and spin: 182.5 35.7 (in kJ/mol, following the order of the records).